Entry 1:
The following is a DFT calculation (ωB97M-V/def2-TZVPD) of a molecular structure, C27H37I2MoN5O2Sb at a distorted geometry.

Calculated values
Total charge ... +3
HOMO (spin up / spin down) ... -15.2 / -15.2 eV
M ... 935.134 g/mol
E ... -2378.33991 hartree

Last column: Mulliken charge in e.
Element x y z (Å)
Mo 0.4805 0.0536 -0.1370  0.008
I -2.9567 6.9357 -1.2037  0.226
C -1.8797 5.1689 -1.1235  -0.688
C -0.8007 4.9782 -1.9822  -0.138
C -0.0808 3.7968 -1.9203  -0.635
I 1.5259 3.4670 -3.2048  0.123
C -0.4458 2.8255 -1.0070  0.145
O 0.2723 1.6500 -0.9183  0.737
C -1.5256 2.9950 -0.1483  0.875
C -1.9651 1.9084 0.8057  -1.133
N -0.8324 1.1251 1.3909  0.383
C 0.0255 1.9888 2.2482  -0.480
C 1.4265 1.4554 2.3944  0.486
C 2.2280 1.8597 3.4457  -1.107
C 3.5291 1.3951 3.5245  -0.369
C 3.9933 0.5147 2.5543  -0.982
C 3.1446 0.1507 1.5375  -0.537
N 1.8833 0.6196 1.4411  0.776
C -2.2339 4.1826 -0.2083  -0.844
H -0.5211 5.7466 -2.6898  0.451
H -2.5478 2.3640 1.6082  0.490
H -2.6127 1.1984 0.2919  0.106
H -1.2597 0.4240 1.9889  -0.298
H 0.0792 2.9743 1.7839  0.348
H -0.4269 2.1282 3.2298  0.577
H 1.8307 2.5346 4.1937  0.555
H 4.1730 1.7077 4.3363  0.464
H 4.9986 0.1186 2.5879  0.491
H 3.4627 -0.5376 0.7678  0.629
H -3.0718 4.3434 0.4604  0.532
C -1.7327 -2.9835 -2.0899  -1.322
Sb -1.4325 -0.8704 -2.0304  1.117
C -0.8780 -0.4535 -4.0316  -1.153
C -3.4533 -0.2188 -1.9895  -1.408
H -1.5320 -3.3365 -3.1006  0.494
H -2.7740 -3.1919 -1.8454  0.488
H -1.0888 -3.5193 -1.3927  0.251
H -1.7685 -0.5245 -4.6540  0.457
H -0.1462 -1.1916 -4.3538  0.368
H -0.4497 0.5442 -4.1115  0.276
H -4.0191 -0.8840 -2.6404  0.469
H -3.5291 0.8010 -2.3636  0.436
H -3.8638 -0.2701 -0.9828  0.438
O 0.2335 -1.5656 0.8390  -0.083
C -0.3601 -2.5287 1.4844  -0.061
C -1.8285 -2.5102 1.7232  -0.299
C -2.1647 -2.2094 3.2142  -0.826
C -1.0848 -2.6496 4.2064  -0.569
C -0.7107 -4.1315 4.1328  -0.653
C -0.2003 -4.6049 2.7549  -0.669
N 0.3551 -3.5001 1.9342  0.042
H -2.2184 -3.4917 1.4490  0.672
H -2.2816 -1.7811 1.0541  -0.116
H -3.1092 -2.7028 3.4426  0.453
H -2.3453 -1.1390 3.3382  0.283
H -1.4287 -2.4317 5.2170  0.480
H -0.1854 -2.0374 4.0665  0.135
H -1.5771 -4.7441 4.3860  0.350
H 0.0455 -4.3354 4.8890  0.360
H -0.9909 -5.0790 2.1774  0.222
H 0.5925 -5.3386 2.8628  0.494
H 1.3571 -3.4532 1.7874  0.371
N 4.8160 -1.8950 -4.2368  -0.408
C 3.8984 -1.5234 -3.3475  0.971
C 2.8589 -2.3961 -2.9423  -0.822
C 1.9321 -1.9687 -2.0437  -0.870
N 1.9457 -0.7437 -1.4577  0.903
C 2.9546 0.0898 -1.8413  -0.856
C 3.9069 -0.2391 -2.7578  -1.036
H 4.8102 -2.8138 -4.6479  0.216
H 5.5423 -1.2650 -4.5356  0.220
H 2.7872 -3.3959 -3.3517  0.416
H 1.1302 -2.6321 -1.7455  0.483
H 2.9592 1.0767 -1.3973  0.693
H 4.6629 0.4887 -3.0257  0.404

Cartesian forces (eV/Å) of the 2 atoms listed first:
-0.58 1.46 -0.52
-0.01 0.01 0.00



Entry 2:
The following is a DFT calculation (ωB97M-V/def2-TZVPD) of a molecular structure, C2H4F2Si at a distorted geometry.

Calculated values
Total charge ... 0
Energy above the lowest of the compared OMol25 structures with the same formula, charge and spin ... 6.6501 eV
HOMO ... -9.2 eV
M ... 94.136 g/mol
E ... -567.67855 hartree

Last column: Mulliken charge in e.
Element x y z (Å)
C 1.0206 -0.0909 2.1477  -0.072
C 1.2724 -0.4007 0.8581  -0.111
F -0.1274 0.3570 2.6301  -0.229
F 2.5731 -0.7363 0.5839  -0.226
Si -0.5503 0.0223 -0.8278  0.433
H 1.8699 -0.2440 2.8366  0.319
H -1.1360 1.5155 -0.8376  -0.020
H -0.0938 -0.1493 -2.2736  -0.052
H -1.1350 -1.0589 -0.2109  -0.040

Cartesian forces (eV/Å) of the 2 atoms listed first:
2.29 -1.04 -1.60
-2.02 1.70 -0.68



Entry 3:
The following is a DFT calculation (ωB97M-V/def2-TZVPD) of a single C26H23N3O4 molecule at a distorted geometry.

Calculated values
SMILES ... COc1ccc(/C=N/NC(=O)c2ccc(COc3cccc4cccnc34)cc2)cc1OC
Total charge ... 0
Energy above the lowest of the compared OMol25 structures with the same formula, charge and spin ... 4.2385 eV
HOMO ... -7.9 eV
M ... 441.487 g/mol
E ... -1469.75805 hartree

Last column: Mulliken charge in e.
Element x y z (Å)
C -2.8764 -3.8532 -1.6804  -0.885
O -3.8353 -3.1424 -0.9367  -0.443
C -3.5411 -1.8788 -0.5386  1.103
C -2.3574 -1.2074 -0.8107  -0.654
C -2.1537 0.0808 -0.3516  -0.969
C -3.1364 0.7289 0.3892  -0.198
C -2.9298 2.0743 0.8744  -0.448
N -1.8439 2.6861 0.6201  0.170
N -1.6265 3.9295 1.0622  -0.406
C -0.4255 4.5638 0.8687  -0.172
O -0.2044 5.6396 1.3804  -0.638
C 0.5298 3.7989 0.0218  0.631
C 1.8125 3.5509 0.4950  -1.008
C 2.6831 2.7678 -0.2393  -0.380
C 2.2893 2.2380 -1.4610  0.460
C 3.2206 1.3265 -2.2231  -0.860
O 3.9929 0.4865 -1.3925  -0.387
C 3.3665 -0.4314 -0.6220  0.482
C 2.0090 -0.6508 -0.5717  -0.222
C 1.4685 -1.6284 0.2757  -0.668
C 2.2688 -2.4017 1.0667  -1.186
C 3.6653 -2.2175 1.0404  1.203
C 4.5577 -2.9765 1.8262  -0.636
C 5.9011 -2.7308 1.7490  -0.537
C 6.3464 -1.7184 0.8810  -0.284
N 5.5540 -0.9983 0.1391  -0.537
C 4.2299 -1.2240 0.1964  0.281
C 1.0269 2.5377 -1.9585  -0.255
C 0.1488 3.3085 -1.2224  -0.254
C -4.3353 0.0598 0.6642  -0.308
C -4.5486 -1.2275 0.2136  0.841
O -5.6756 -1.9588 0.4298  -0.418
C -6.7199 -1.3753 1.1675  -0.934
H -1.9469 -3.9881 -1.1174  0.348
H -2.6558 -3.3584 -2.6320  0.353
H -3.3219 -4.8270 -1.8769  0.239
H -1.5829 -1.6876 -1.3878  0.457
H -1.2326 0.6017 -0.5562  0.397
H -3.7347 2.5336 1.4623  0.337
H -2.3194 4.4052 1.6480  0.259
H 2.1115 3.9568 1.4494  0.449
H 3.6699 2.5453 0.1389  0.486
H 3.9637 1.9216 -2.7657  0.364
H 2.6552 0.7317 -2.9547  0.375
H 1.3318 -0.0649 -1.1717  0.400
H 0.3957 -1.7525 0.2989  0.342
H 1.8503 -3.1534 1.7198  0.367
H 4.1624 -3.7428 2.4794  0.406
H 6.6118 -3.2927 2.3357  0.375
H 7.4026 -1.4951 0.7967  0.423
H 0.7230 2.1480 -2.9203  0.369
H -0.8349 3.5229 -1.6101  0.426
H -5.0929 0.5702 1.2383  0.386
H -6.4035 -1.1229 2.1852  0.364
H -7.1100 -0.4782 0.6750  0.364
H -7.5038 -2.1294 1.2122  0.230

Cartesian forces (eV/Å) of the 2 atoms listed first:
0.18 -0.11 -0.14
-0.21 0.30 0.22



- What is the formula in the second record?
  C2H4F2Si



- Look up the E of the second one.
  -567.67855 hartree



- What is the total charge in the first record?
  +3



- Number 2 is which compound?
  C2H4F2Si